This record from the OMol25 dataset describes C46H54IN4PPbS4Sb2 as an isolated structure at a distorted geometry. The level of theory is ωB97M-V with the def2-TZVPD basis set.

Geometry (Å):
Pb -0.33242 -0.62995 -1.53977
N -5.72409 0.19807 0.25396
C -4.62349 -0.61891 -0.47801
C -3.39169 -0.32378 0.31422
C -3.33486 -0.95294 1.68875
N -1.92811 -0.92097 2.12033
C -3.96531 -2.39119 1.68406
C -4.16298 -3.00506 0.31212
N -2.90509 -3.10238 -0.38537
C -5.05561 -2.09147 -0.53912
H -5.39828 1.16628 0.27994
H -5.84222 -0.20132 1.19412
H -6.61448 0.14493 -0.29090
H -4.52514 -0.20951 -1.47705
H -3.18805 0.75762 0.35160
H -2.58531 -0.73924 -0.27421
H -3.92955 -0.38614 2.42098
H -1.85981 -0.49211 3.00759
H -1.41765 -0.33705 1.46369
H -4.89227 -2.44536 2.28916
H -3.21419 -3.02158 2.23650
H -4.65889 -3.97687 0.43294
H -2.98302 -3.41157 -1.37214
H -2.13982 -3.51514 0.11203
H -6.10065 -2.22492 -0.22938
H -4.97757 -2.39661 -1.59126
S -4.20523 -3.72111 -3.58438
Sb -2.37911 -2.59819 -4.33610
S -2.40220 -0.51032 -3.07414
S -0.60024 -3.62716 -3.29485
S -2.20988 -2.03646 -6.55214
I 2.79699 1.40333 -1.90512
C 1.12288 0.53346 -2.96515
H 1.60121 -0.06585 -3.77636
H 0.67807 1.38862 -3.45368
C 3.49389 1.13060 2.78611
C 4.21659 -0.17199 3.05827
C 5.18549 -0.20715 4.07724
C 5.82910 -1.39218 4.41048
C 5.52946 -2.55450 3.69911
C 4.56903 -2.52771 2.69447
C 3.90562 -1.34987 2.36397
Sb 2.42976 -1.36632 0.71252
C 4.04536 -1.93314 -0.63163
C 5.24689 -1.27069 -0.45603
C 6.30899 -1.39740 -1.33523
C 6.17043 -2.20960 -2.44933
C 4.98626 -2.89144 -2.62505
C 3.90137 -2.75838 -1.75094
C 2.61447 -3.46249 -2.05461
C 1.45621 -3.10107 1.57043
C 1.39428 -4.39203 0.99076
C 0.73779 -5.43428 1.62524
C 0.20272 -5.23817 2.89907
C 0.26040 -3.99318 3.49775
C 0.88590 -2.90129 2.85134
C 0.89087 -1.56597 3.58396
H 3.91987 1.98065 3.33570
H 2.44453 1.07822 3.11099
H 3.53356 1.39553 1.73879
H 5.37180 0.70329 4.62599
H 6.57058 -1.44473 5.22037
H 6.00906 -3.49707 3.98060
H 4.29530 -3.47202 2.19713
H 5.34628 -0.57928 0.36947
H 7.23822 -0.81570 -1.19135
H 6.96348 -2.35873 -3.17137
H 4.82861 -3.54186 -3.48642
H 2.52177 -4.38690 -1.51111
H 2.52571 -3.71953 -3.11400
H 1.71614 -2.86394 -1.83180
H 1.81607 -4.55655 0.01923
H 0.62090 -6.39714 1.13135
H -0.35998 -6.02730 3.35049
H -0.20946 -3.86278 4.49083
H 0.21781 -1.59163 4.43523
H 0.60338 -0.75686 2.92407
H 1.88702 -1.34847 3.97641
N -0.86022 1.45933 -0.53207
P -0.95016 2.93156 -0.90863
C -0.62178 3.47859 -2.60592
C 0.59089 4.02210 -3.02007
C 0.90459 4.09222 -4.35637
C 0.02805 3.60145 -5.32870
C -1.18361 3.08066 -4.91541
C -1.52585 3.03578 -3.57600
C 0.11984 4.05970 0.08343
C 0.89701 3.41514 1.04039
C 1.79531 4.15867 1.79984
C 1.95737 5.53540 1.57444
C 1.16799 6.17467 0.58997
C 0.28302 5.42645 -0.19129
C -2.62019 3.59816 -0.54774
C -3.69915 2.82711 -0.99653
C -5.00391 3.19773 -0.69897
C -5.23365 4.32344 0.07681
C -4.14194 5.06354 0.59511
C -2.84925 4.69770 0.25862
H 1.32576 4.28176 -2.28716
H 1.88151 4.44122 -4.62877
H 0.33352 3.59739 -6.34236
H -1.84582 2.58634 -5.63654
H -2.50027 2.61131 -3.30663
H 0.77610 2.34508 1.15163
H 2.43233 3.67994 2.53183
H 2.69790 6.09030 2.12942
H 1.29916 7.23114 0.35983
H -0.28948 5.92426 -0.96274
H -3.46925 1.93488 -1.57795
H -5.86364 2.69336 -1.16910
H -6.26333 4.63498 0.29493
H -4.30519 5.88596 1.27961
H -2.03712 5.29455 0.66172

Cartesian forces, eV/Å:
Pb 0.2 0.0 0.0
N -0.8 -0.5 -1.0
C -0.4 -0.3 0.6
C 0.3 0.3 -0.1
C -0.3 -0.6 0.1
N -0.5 -0.5 -0.9
C 1.4 -0.5 1.1
C 0.2 0.3 -0.5
N -0.2 0.3 -0.6
C 0.1 0.0 -0.2
H -0.1 0.2 0.3
H 0.0 0.3 -0.4
H 0.8 0.0 0.8
H -0.1 0.2 -0.2
H 0.0 -0.3 0.1
H 0.1 -0.1 0.0
H -0.1 0.3 0.0
H 0.2 0.4 1.0
H 0.2 0.0 0.0
H 0.1 0.2 -0.3
H -0.7 0.4 -0.3
H -0.3 -0.1 0.0
H 0.1 0.0 0.8
H 0.2 -0.3 0.1
H -0.1 0.1 0.0
H -0.1 -0.2 0.1
S -1.0 -0.3 0.0
Sb 0.6 0.4 0.1
S -0.5 0.6 -0.3
S 0.5 0.0 0.0
S -0.1 -0.1 0.1
I 0.2 0.1 0.0
C 0.5 -0.6 -0.9
H -0.3 0.3 0.7
H -0.2 0.2 0.0
C 0.0 0.1 0.5
C 0.2 0.0 0.4
C -0.4 -0.3 -0.3
C 0.3 -0.2 0.0
C 0.0 -0.1 0.3
C -0.1 -0.5 0.1
C -0.2 0.2 -0.2
Sb 0.3 0.4 0.4
C -0.4 -0.7 -0.2
C 0.3 0.5 0.3
C 0.7 0.5 -0.2
C 0.1 -0.3 0.1
C -0.8 -0.4 -0.3
C 0.0 0.2 0.1
C -0.2 0.3 -0.6
C 0.3 -0.8 0.5
C -0.3 0.8 0.6
C 0.0 0.0 0.3
C -0.1 0.3 -0.7
C 0.2 0.5 0.1
C -0.4 -0.5 0.2
C 0.4 -0.6 -0.2
H 0.2 -0.3 0.0
H 0.1 -0.1 -0.3
H -0.2 0.0 -0.4
H 0.2 0.1 0.1
H -0.4 0.2 -0.4
H -0.1 0.3 -0.2
H 0.2 0.5 0.1
H 0.1 0.0 0.2
H -0.6 -0.4 0.0
H 0.1 0.2 0.1
H 0.2 0.2 0.1
H 0.1 -0.4 0.1
H 0.0 0.1 0.1
H 0.3 -0.1 0.0
H 0.0 0.0 0.0
H 0.1 0.2 0.1
H -0.1 -0.4 0.4
H 0.3 0.1 -0.6
H -0.2 0.0 0.0
H -0.1 0.2 -0.1
H 0.0 0.0 -0.1
N 0.0 -0.4 0.0
P 0.3 0.0 0.5
C -0.5 -0.2 -0.3
C -0.4 -0.3 0.2
C -0.2 -0.2 -0.6
C 0.2 0.3 1.4
C -0.6 -0.5 -0.7
C -0.2 0.1 0.1
C 0.1 -0.1 -0.7
C 0.0 0.7 0.1
C 0.3 0.7 -0.2
C -0.9 -0.4 -0.7
C 0.5 -0.5 0.0
C 0.3 -0.2 1.2
C 0.0 -0.3 -0.2
C 0.2 0.0 -0.1
C -0.3 0.2 -0.6
C 0.2 0.9 0.8
C -1.1 -0.8 -0.4
C -0.3 0.4 0.3
H 0.3 0.2 0.2
H 0.3 0.2 -0.2
H 0.1 -0.1 -0.9
H 0.2 0.4 0.2
H 0.6 0.0 -0.1
H 0.0 -0.1 0.0
H -0.1 -0.1 0.0
H 0.0 0.1 0.1
H 0.0 -0.1 0.2
H 0.0 -0.1 -0.1
H -0.1 0.0 0.0
H 0.4 0.1 0.2
H 0.4 -0.1 0.0
H -0.1 0.1 -0.1
H 0.0 -0.2 -0.1

Results
- Calculated total energy: -133593.1212 eV
- Net charge: -2
- Kohn-Sham gap: 0.1640 hartree